(one)
This record from the Open Molecules 2025 dataset describes C17H25F3N4O3 in the gas phase. The level of theory is ωB97M-V/def2-TZVPD.

Each line ends with the Mulliken charge.
Cartesian coordinates (Å):
C -2.339 3.165 -1.310  -0.77
C -3.429 2.384 -0.587  -0.43
C -3.454 0.909 -0.973  -1.00
N -2.228 0.211 -0.625  0.22
C -1.304 -0.141 -1.550  -0.31
O -1.423 0.094 -2.738  -0.69
C -0.032 -0.858 -1.058  1.39
C -0.143 -2.322 -1.368  -0.57
N -1.296 -2.965 -1.264  -0.55
N -1.006 -4.227 -1.596  -0.10
C 0.300 -4.401 -1.900  -0.81
C 0.910 -3.178 -1.763  0.23
C 2.338 -2.803 -1.995  -1.27
N 0.444 -0.632 0.312  0.51
C -0.163 -1.422 1.373  -0.52
C 0.595 -1.300 2.683  -1.37
C 0.712 0.169 3.067  0.41
C 1.391 0.353 4.400  0.63
F 2.648 -0.132 4.403  -0.28
F 1.471 1.654 4.746  -0.28
F 0.725 -0.274 5.390  -0.28
C 1.452 0.909 1.962  -1.61
C 0.715 0.756 0.626  1.16
C 1.644 1.388 -0.406  -0.06
O 2.493 0.824 -1.043  -0.61
O 1.416 2.710 -0.476  -0.32
C 2.285 3.424 -1.369  -0.77
H -2.371 4.222 -1.043  0.38
H -1.346 2.790 -1.058  -0.03
H -2.454 3.079 -2.392  0.31
H -3.298 2.473 0.497  0.27
H -4.409 2.811 -0.814  0.39
H -4.294 0.403 -0.491  0.41
H -3.573 0.803 -2.051  0.41
H -2.079 -0.056 0.331  0.05
H 0.740 -0.463 -1.719  0.61
H -1.738 -4.913 -1.614  0.17
H 0.687 -5.362 -2.197  0.51
H 2.987 -3.675 -1.918  0.41
H 2.479 -2.368 -2.986  0.25
H 2.666 -2.062 -1.266  0.23
H -1.222 -1.176 1.569  0.37
H -0.161 -2.461 1.049  0.37
H 0.075 -1.871 3.452  0.39
H 1.597 -1.720 2.566  0.45
H -0.291 0.595 3.187  0.26
H 1.554 1.970 2.188  0.48
H 2.454 0.482 1.862  0.37
H -0.191 1.382 0.660  0.10
H 1.975 4.462 -1.305  0.26
H 3.323 3.310 -1.062  0.33
H 2.169 3.049 -2.384  0.32

## Properties
* charge: 0
* HOMO-LUMO gap: 9.4170 eV
* lowest unoccupied orbital energy: 0.69 eV
* highest occupied orbital energy: -0.321 Eh

=====

(two)
This record from the Open Molecules 2025 dataset describes C17H25F3N4O3 in the gas phase. The level of theory is ωB97M-V/def2-TZVPD.

Each line ends with the Mulliken charge.
Cartesian coordinates (Å):
C -2.400 3.185 -1.030  -0.82
C -3.483 2.261 -0.485  -0.42
C -3.432 0.863 -1.093  -1.02
N -2.214 0.145 -0.752  0.25
C -1.203 -0.030 -1.637  -0.42
O -1.213 0.455 -2.754  -0.68
C 0.010 -0.866 -1.186  1.06
C -0.221 -2.327 -1.426  -0.23
N -1.431 -2.862 -1.441  -0.53
N -1.217 -4.166 -1.655  -0.18
C 0.096 -4.468 -1.781  -0.85
C 0.791 -3.293 -1.640  0.51
C 2.262 -3.038 -1.715  -1.26
N 0.545 -0.628 0.173  0.48
C -0.094 -1.387 1.241  -0.46
C 0.677 -1.288 2.544  -1.35
C 0.744 0.176 2.952  0.42
C 1.448 0.363 4.276  0.64
F 2.723 -0.072 4.244  -0.28
F 1.483 1.659 4.644  -0.28
F 0.827 -0.310 5.264  -0.28
C 1.433 0.964 1.849  -1.65
C 0.740 0.780 0.484  0.97
C 1.656 1.482 -0.518  0.15
O 2.193 1.001 -1.476  -0.62
O 1.730 2.787 -0.218  -0.32
C 2.501 3.575 -1.133  -0.76
H -2.459 4.173 -0.573  0.36
H -1.404 2.785 -0.835  0.04
H -2.494 3.297 -2.111  0.32
H -3.400 2.183 0.604  0.25
H -4.470 2.685 -0.690  0.40
H -4.285 0.270 -0.758  0.42
H -3.470 0.925 -2.180  0.37
H -2.196 -0.384 0.100  0.21
H 0.785 -0.554 -1.881  0.37
H -2.005 -4.782 -1.730  0.17
H 0.431 -5.475 -1.965  0.51
H 2.831 -3.961 -1.610  0.41
H 2.532 -2.582 -2.669  0.26
H 2.571 -2.348 -0.929  0.24
H -1.132 -1.075 1.458  0.18
H -0.153 -2.427 0.926  0.36
H 0.177 -1.885 3.308  0.39
H 1.687 -1.681 2.407  0.44
H -0.271 0.559 3.108  0.23
H 1.455 2.026 2.084  0.46
H 2.466 0.615 1.763  0.43
H -0.205 1.345 0.493  0.21
H 2.452 4.592 -0.759  0.26
H 3.531 3.224 -1.160  0.31
H 2.077 3.511 -2.134  0.31

## Properties
* charge: 0
* HOMO-LUMO gap: 9.4753 eV
* lowest unoccupied orbital energy: 0.69 eV
* highest occupied orbital energy: -0.323 Eh

=====

Most stable: (one). Least stable: (two).

=====

(one)
This record from the Open Molecules 2025 dataset describes C4H10N4O2 in the gas phase. The level of theory is ωB97M-V/def2-TZVPD.

Each line ends with the Mulliken charge.
Cartesian coordinates (Å):
H -2.359 0.307 -2.388  0.20
N -1.700 -0.067 -1.699  -0.64
C -1.077 0.846 -1.058  0.48
N -1.219 2.179 -1.291  -0.43
C -0.026 0.405 0.320  -0.27
C -0.921 -0.068 1.445  -1.21
N 0.860 -0.517 -0.271  0.11
N 0.385 -1.721 -0.694  -0.59
C 2.117 -0.512 0.948  0.52
O 2.677 0.421 1.488  -0.55
O 2.614 -1.772 1.096  -0.45
H -0.504 2.807 -0.948  0.22
H -1.667 2.483 -2.148  0.23
H 0.480 1.343 0.539  0.56
H -1.751 -0.683 1.086  0.31
H -0.377 -0.666 2.182  0.34
H -1.353 0.791 1.964  0.37
H 1.027 -2.153 -1.351  0.20
H -0.624 -1.755 -0.863  0.25
H 3.418 -1.668 1.644  0.35

## Properties
* charge: 0
* HOMO-LUMO gap: 8.4146 eV
* lowest unoccupied orbital energy: 0.78 eV
* highest occupied orbital energy: -0.281 Eh

=====

(two)
This record from the Open Molecules 2025 dataset describes C4H10N4O2 in the gas phase. The level of theory is ωB97M-V/def2-TZVPD.

Each line ends with the Mulliken charge.
Cartesian coordinates (Å):
C -0.211 -0.360 -2.886  -0.74
N -0.994 0.174 -1.712  0.55
C -0.265 0.398 -0.535  -0.80
C -0.118 -0.735 0.527  -0.49
N 0.846 -0.387 1.573  0.60
C 0.463 0.683 2.472  -1.06
N 2.144 -0.612 1.440  -0.29
O 2.899 0.173 2.045  -0.48
N -2.347 0.184 -1.639  -0.21
O -2.734 0.370 -0.452  -0.42
H -0.504 0.161 -3.789  0.32
H 0.817 -0.449 -2.589  0.28
H -0.707 -1.415 -2.998  0.28
H 0.790 0.496 -0.940  0.30
H -0.597 1.247 -0.009  0.41
H 0.386 -1.556 0.045  0.32
H -1.000 -1.030 1.084  0.35
H 0.649 0.361 3.539  0.31
H -0.565 0.744 2.535  0.44
H 1.048 1.553 2.290  0.33

## Properties
* charge: 0
* HOMO-LUMO gap: 9.7942 eV
* lowest unoccupied orbital energy: 0.39 eV
* highest occupied orbital energy: -0.346 Eh

=====

Most stable: (one). Least stable: (two).

=====

(one)
This record from the Open Molecules 2025 dataset describes 3 unconnected molecules or ions with the total composition C3H9NO3P. The level of theory is ωB97M-V/def2-TZVPD.

Each line ends with the Mulliken charge.
Cartesian coordinates (Å):
C 0.604 0.620 -0.948  -1.01
C -0.240 2.154 0.516  -0.60
C 0.445 2.880 -1.587  -0.63
N 0.357 1.982 -0.627  0.22
O -0.844 -3.938 3.253  -0.65
O -0.187 -2.252 -1.545  -0.46
O -0.480 -2.661 0.881  -0.51
P -0.132 -3.304 -0.477  -0.03
H 0.924 0.478 -2.036  0.27
H 1.381 0.276 -0.213  0.33
H -0.138 -0.055 -0.749  0.42
H -0.561 1.348 1.109  0.33
H -1.184 -3.074 3.250  0.29
H -0.605 3.162 0.577  0.20
H -0.911 -4.070 2.225  0.38
H 1.233 2.627 -2.370  0.16
H 0.339 3.826 -1.259  0.29

## Properties
* charge: -1
* HOMO-LUMO gap: 7.7342 eV
* lowest unoccupied orbital energy: 3.66 eV
* highest occupied orbital energy: -0.150 Eh

=====

(two)
This record from the Open Molecules 2025 dataset describes 2 unconnected molecules or ions with the total composition C3H9NO3P. The level of theory is ωB97M-V/def2-TZVPD.

Each line ends with the Mulliken charge.
Cartesian coordinates (Å):
C 1.711 2.307 -1.485  -0.93
C -0.546 -2.517 1.204  -0.75
C 0.594 1.232 -1.477  0.28
N 0.836 0.003 -1.402  -0.74
O -2.019 -0.568 -0.022  -0.79
O -1.645 -0.150 2.446  -0.52
O 0.333 0.053 1.015  -0.69
P -0.952 -0.659 1.040  0.84
H 2.210 2.369 -2.505  0.26
H 1.280 3.288 -1.153  0.27
H 2.480 2.017 -0.789  0.25
H -0.318 -2.715 0.058  0.19
H 0.422 -2.594 1.816  0.23
H -1.440 -3.094 1.684  0.24
H -2.531 -0.267 2.358  0.27
H -0.409 1.782 -1.638  0.24
H -0.006 -0.487 -1.149  0.34

## Properties
* charge: -1
* HOMO-LUMO gap: 9.0577 eV
* lowest unoccupied orbital energy: 4.08 eV
* highest occupied orbital energy: -0.183 Eh

=====

Most stable: (two). Least stable: (one).

=====

(one)
This record from the Open Molecules 2025 dataset describes 2 unconnected molecules or ions with the total composition C5H9O. The level of theory is ωB97M-V/def2-TZVPD.

Each line ends with the Mulliken charge.
Cartesian coordinates (Å):
C -2.453 -0.400 -0.639  -0.24
C 1.809 -1.046 0.467  -0.82
C -1.352 0.292 0.062  0.61
C 2.372 -0.301 -0.511  -0.29
C -0.550 1.392 0.525  -0.67
O -1.452 -0.994 0.248  -0.20
H -3.481 -0.455 -0.321  0.31
H -2.351 -0.363 -1.843  0.25
H 1.134 -1.864 0.341  0.31
H 2.165 -1.018 1.454  0.32
H 2.020 -0.499 -1.555  0.23
H 3.164 0.483 -0.476  0.29
H -0.855 1.459 1.560  0.32
H 0.571 1.049 0.703  0.25
H -0.742 2.265 -0.016  0.33

## Properties
* charge: +1
* HOMO-LUMO gap: 7.9056 eV
* lowest unoccupied orbital energy: -5.93 eV
* highest occupied orbital energy: -0.509 Eh

=====

(two)
This record from the Open Molecules 2025 dataset describes a gas-phase ion, C5H9O (charge +1). The level of theory is ωB97M-V/def2-TZVPD.

Each line ends with the Mulliken charge.
Cartesian coordinates (Å):
C -1.129 -1.200 -0.064  -0.52
C 0.224 -1.241 0.190  0.08
C -1.702 0.195 -0.036  -0.41
C -0.784 1.223 0.424  -0.13
C 2.024 0.283 -0.118  -0.62
O 0.860 -0.123 0.641  -0.31
H -1.723 -2.052 -0.399  0.40
H 0.764 -2.152 -0.314  0.33
H -2.051 0.421 -1.048  0.34
H -2.478 0.163 0.622  0.37
H -0.379 1.916 -0.280  0.30
H -0.555 1.465 1.506  0.27
H 2.025 -0.431 -0.898  0.36
H 1.898 1.261 -0.586  0.26
H 3.008 0.272 0.360  0.28

## Properties
* charge: +1
* HOMO-LUMO gap (spin up / spin down): 8.0213 / 8.0207 eV
* lowest unoccupied orbital energy (spin up / spin down): -6.09 / -6.09 eV
* highest occupied orbital energy (spin up / spin down): -0.519 / -0.519 Eh

=====

Most stable: (two). Least stable: (one).